DFT (ωB97M-V/def2-TZVPD) results for a 14-piece molecular cluster, C64H150N18O16 overall at a distorted geometry.

```
248
Properties=species:S:1:pos:R:3:mulliken_charge:R:1
C 2.14876 2.59379 -3.65589 -2.03
C 1.05736 2.76294 -4.72041 1.83
C 1.61892 2.32508 -6.04789 -0.91
C 0.51552 2.17220 -7.07590 -0.88
C -0.58162 1.27267 -6.52252 -0.98
C -1.20543 1.65743 -5.16206 1.80
N 0.01224 1.83799 -4.31989 -0.27
O -0.55673 2.30765 -3.06417 2.20
C -2.25371 2.86019 -5.16494 -1.28
C -1.95672 0.40258 -4.53084 -1.78
C 0.60950 4.24036 -4.82807 -1.55
H 1.87797 3.18432 -2.76864 0.26
H 3.11286 2.90904 -3.97958 0.56
H 2.19675 1.52964 -3.39268 0.18
H 2.31092 3.08409 -6.41784 0.41
H 2.18543 1.34874 -6.04181 0.02
H 0.99968 1.85346 -8.02205 0.45
H -0.01134 3.14882 -7.21905 0.37
H -0.19351 0.21564 -6.42024 0.22
H -1.37117 1.17115 -7.31347 0.40
H -3.17076 2.45979 -5.56441 0.46
H -2.42913 3.32240 -4.20989 0.08
H -1.86365 3.63001 -5.86038 0.36
H -2.45906 -0.10098 -5.35572 0.60
H -1.23395 -0.16809 -4.06365 0.00
H -2.69440 0.70077 -3.77525 0.04
H 0.10886 4.41264 -5.80470 0.29
H 1.44039 4.91935 -4.86326 0.63
H 0.03416 4.55959 -3.99826 -0.35
H -0.05457 1.78694 -2.44119 -0.75
C -2.69093 6.04665 5.22168 -2.23
C -1.29021 6.02229 4.56347 2.46
C -0.76243 7.50247 4.44422 -1.57
C 0.74878 7.62802 4.29219 -0.48
C 1.46077 6.96674 5.41768 -1.15
C 1.17200 5.46483 5.41633 1.69
N -0.43617 5.24505 5.44067 -0.55
O -0.83797 3.88576 5.32694 0.69
C 1.82599 4.77450 4.22057 -1.05
C 1.65332 4.91990 6.77261 -2.05
C -1.44478 5.51309 3.10761 -2.23
H -2.60284 6.25650 6.30430 0.52
H -3.13947 5.07568 5.16705 0.23
H -3.28452 6.82541 4.72992 0.42
H -1.30070 7.96045 3.61644 0.44
H -1.18354 8.09740 5.23056 0.52
H 1.00838 8.70222 4.15873 0.41
H 1.07149 7.14901 3.32020 0.28
H 1.13126 7.53869 6.27751 0.34
H 2.56556 7.21307 5.33608 0.38
H 1.54429 5.26594 3.27813 0.12
H 2.93751 4.78603 4.33083 0.64
H 1.38120 3.74731 4.15161 -0.17
H 2.73404 5.04272 6.85654 0.41
H 1.20562 5.37092 7.59173 0.54
H 1.51427 3.82470 6.67116 0.15
H -1.86703 4.56241 2.85733 0.84
H -0.50710 5.56412 2.43166 -0.04
H -2.15672 6.27216 2.70433 0.59
H -1.02439 3.83289 4.38405 -0.04
C -1.74166 -4.93496 -4.16195 -2.78
C -3.00391 -4.07343 -4.16897 2.62
C -3.03842 -3.30156 -5.42627 -1.46
C -4.30508 -2.49309 -5.65914 -0.09
C -5.42384 -3.53502 -5.60995 -1.76
C -5.47740 -4.37546 -4.29224 1.78
N -4.15689 -5.03514 -4.21423 -0.05
O -4.21128 -5.80931 -3.02133 -0.50
C -5.96074 -3.56263 -3.05117 -1.39
C -6.53369 -5.42509 -4.50765 -2.04
C -2.87230 -3.23585 -2.87478 -1.38
H -1.54679 -5.66802 -4.93301 0.67
H -1.51320 -5.52312 -3.28502 0.47
H -0.90099 -4.22019 -4.09858 0.20
H -2.16654 -2.60889 -5.50759 -0.02
H -2.98196 -4.07500 -6.19703 0.65
H -4.39858 -1.87860 -6.49482 0.71
H -4.36583 -1.78945 -4.80875 -0.07
H -5.43183 -4.19727 -6.50037 0.33
H -6.35104 -2.96529 -5.63098 0.51
H -5.93490 -4.18778 -2.11032 0.29
H -5.41416 -2.62769 -2.87340 0.17
H -6.99024 -3.28104 -3.26394 0.48
H -6.76005 -6.06287 -3.62082 0.36
H -7.43584 -4.92432 -4.84435 0.46
H -6.39448 -6.10252 -5.37387 0.43
H -2.65163 -3.88322 -2.05681 0.57
H -3.59876 -2.51258 -2.64701 0.19
H -1.94297 -2.67107 -2.91550 0.42
H -4.14802 -6.70629 -3.40072 0.38
C 2.18308 -2.64988 -4.13547 -2.39
C 3.55385 -3.06522 -4.57779 1.98
C 4.63800 -2.22786 -3.82763 -0.74
C 6.05245 -2.72567 -4.14808 -0.68
C 6.14835 -4.21153 -3.79205 -1.30
C 5.15440 -5.09153 -4.50518 1.50
N 3.80553 -4.52383 -4.29671 1.09
O 2.91405 -5.41882 -4.97081 -0.64
C 5.47621 -5.16253 -6.03841 -1.52
C 5.08242 -6.51305 -3.89554 -2.03
C 3.58805 -2.69325 -6.09863 -1.76
H 1.34338 -3.21249 -4.51841 0.51
H 2.16111 -1.60838 -4.42018 0.18
H 2.05848 -2.53772 -3.05331 0.26
H 4.39618 -1.20491 -4.21979 0.33
H 4.42977 -2.20695 -2.77202 0.09
H 6.78378 -2.12640 -3.61247 0.43
H 6.23468 -2.57628 -5.25355 0.31
H 6.02607 -4.26393 -2.72060 0.33
H 7.18747 -4.61721 -3.89520 0.36
H 5.98366 -4.22636 -6.40918 0.29
H 6.22179 -5.97754 -6.16007 0.45
H 4.55185 -5.28431 -6.57299 0.27
H 5.08264 -6.47883 -2.81554 0.29
H 4.27916 -7.10956 -4.27304 0.39
H 5.98459 -7.02621 -4.20420 0.58
H 3.42220 -1.62851 -6.20010 0.20
H 2.88191 -3.31652 -6.71811 0.31
H 4.52315 -2.95447 -6.50134 0.55
H 2.28981 -5.64090 -4.26994 0.25
C -4.47376 1.49312 5.08940 -1.58
C -3.53554 0.50763 5.84842 1.39
C -3.46160 -0.71333 4.88969 -1.54
C -2.51177 -1.82164 5.36176 -0.83
C -1.18258 -1.04225 5.43029 -0.84
C -1.15349 0.15634 6.38277 1.50
N -2.16440 1.10783 6.04910 1.37
O -2.20143 2.20999 6.92638 -0.66
C -1.25694 -0.26789 7.90849 -1.80
C 0.19693 0.78041 6.10993 -1.65
C -4.23235 0.14288 7.16684 -1.73
H -4.80474 2.32023 5.76092 0.37
H -5.34047 0.91469 4.76154 0.48
H -3.96129 1.89154 4.23321 0.03
H -4.46594 -0.98205 4.67856 0.67
H -3.06894 -0.35106 3.95442 0.34
H -2.38028 -2.55907 4.54021 0.45
H -2.89518 -2.33787 6.24411 0.37
H -0.93835 -0.71631 4.42069 -0.15
H -0.32023 -1.74429 5.74155 0.32
H -1.99426 -1.13071 7.95790 0.23
H -0.28741 -0.66842 8.18459 0.53
H -1.52637 0.62248 8.44522 0.34
H 0.17814 1.12856 5.04247 0.04
H 0.39994 1.62906 6.70311 0.38
H 1.00511 0.08103 6.35671 0.62
H -3.81994 -0.63805 7.79920 0.29
H -5.26637 -0.19312 6.85399 0.39
H -4.32384 1.06958 7.76536 0.35
H -1.71650 2.93379 6.47130 0.45
C 2.32506 1.89815 0.27807 -1.23
C 0.94201 1.66560 0.89038 2.45
C 0.16406 2.93293 0.88681 -0.80
C -1.37313 2.89629 1.10298 2.12
C -1.96214 1.81649 0.14858 -0.99
C -1.22706 0.44304 0.24251 2.48
N 0.23171 0.75281 0.09049 0.28
O 0.88914 -0.50999 0.20552 0.89
C -1.60383 -0.30858 1.57631 -0.61
C -1.52853 -0.65449 -0.82318 -1.46
C 1.17575 1.19809 2.38134 -0.49
H 3.05836 1.43831 0.89454 -0.14
H 2.47388 2.97607 0.09344 0.38
H 2.48147 1.40003 -0.67383 -0.11
H 0.57005 3.55543 1.74517 -0.84
H 0.32660 3.43750 -0.13432 -0.04
H -1.75123 3.92668 1.00565 -0.82
H -1.55618 2.57471 2.10323 -0.38
H -2.03486 2.24396 -0.86566 -0.69
H -2.99850 1.67056 0.46498 0.69
H -2.45567 -0.97105 1.50063 0.82
H -0.68792 -0.87389 1.91572 -0.44
H -1.69130 0.44166 2.35605 -0.88
H -1.00478 -0.28677 -1.74855 -0.69
H -1.11693 -1.65547 -0.53355 0.43
H -2.58371 -0.79115 -0.91631 0.84
H 1.66815 0.24569 2.46460 0.17
H 0.28227 1.24138 2.97667 -0.83
H 1.88348 1.85108 2.88141 0.06
H 1.28972 -0.78080 -0.60856 -0.29
C -1.70948 5.95200 -1.16078 0.33
O -2.34441 6.57638 -0.32705 -0.67
N -2.14600 4.77978 -1.77433 0.07
N -0.52709 6.48059 -1.73091 -0.33
H -1.49322 4.24423 -2.34053 -0.33
H -2.99770 4.28123 -1.67301 0.07
H -0.07121 6.01915 -2.52596 0.15
H -0.18305 7.40825 -1.42588 0.23
C 4.00823 -2.81884 4.52976 0.56
O 2.96644 -3.49761 4.40353 -0.88
N 3.70696 -1.48841 4.63164 -0.30
N 5.26572 -3.26713 4.55286 -0.26
H 2.73004 -1.28491 4.37170 0.01
H 4.37894 -0.82968 4.26513 0.28
H 6.10350 -2.68892 4.64530 0.15
H 5.38589 -4.27341 4.52031 0.37
C -5.46216 1.86714 -1.53604 0.31
O -4.81477 0.92566 -1.95471 -0.54
N -6.33039 1.74857 -0.51726 -0.31
N -5.25427 3.12182 -2.06917 -0.34
H -6.81214 2.50550 -0.07363 0.24
H -6.35180 0.85078 0.04646 0.23
H -4.87441 3.03643 -3.02067 0.16
H -5.98889 3.79454 -2.03127 0.28
C 2.91618 -2.94975 0.66417 0.76
O 2.98957 -2.30341 -0.35508 -0.62
N 4.03462 -3.69614 1.09438 -0.34
N 1.79085 -3.03533 1.38030 -0.18
H 4.11407 -3.97260 2.06584 0.03
H 4.88834 -3.26131 0.70350 0.25
H 1.71280 -3.69149 2.08042 0.15
H 1.04624 -2.38129 1.13027 0.08
C 4.42238 -6.66025 3.73251 0.66
O 5.36137 -5.91645 4.00562 -0.77
N 4.56314 -7.89372 3.14206 -0.38
N 3.21124 -6.24445 4.19354 -0.37
H 5.46223 -8.07303 2.76653 0.23
H 3.94050 -8.67624 3.08522 0.18
H 2.35605 -6.67552 3.80605 0.25
H 3.04688 -5.25959 4.36094 0.28
C -5.64708 4.88044 0.47129 0.15
O -6.83878 4.55681 0.37716 -0.76
N -4.63072 4.14986 1.05608 0.29
N -5.20883 6.02153 -0.16905 -0.20
H -3.67874 4.42496 0.88856 -0.28
H -4.81294 3.28263 1.57703 0.22
H -4.30152 6.47244 -0.01975 0.15
H -5.90935 6.72104 -0.31371 0.26
C 6.40586 2.25417 3.28454 -0.84
C 5.02189 1.77824 3.71774 0.08
O 4.66081 0.64740 3.02117 -0.49
O 6.32996 2.39583 1.89591 -0.52
H 7.08723 1.54189 3.58721 0.43
H 6.70306 3.11940 3.81576 0.45
H 4.29419 2.67808 3.48663 -0.23
H 4.95698 1.64260 4.74947 0.52
H 5.12376 0.71414 2.15027 0.29
H 7.20525 2.42130 1.49176 0.29
C 2.66279 -6.04239 -1.03004 0.02
C 2.12632 -7.13584 -1.97382 -0.67
O 1.19972 -6.48046 -2.77954 -0.34
O 3.50637 -6.58561 -0.02714 -0.68
H 1.80245 -5.54877 -0.62588 0.40
H 3.14126 -5.23127 -1.51014 0.13
H 1.60946 -7.92914 -1.37455 0.48
H 2.90204 -7.70606 -2.53088 0.20
H 0.49118 -7.07099 -3.00056 0.19
H 3.66967 -5.83184 0.55300 0.27
```

The calculation puts the HOMO energy at -7.9 eV. For the total energy, the calculation gives -128379.559 eV. For the max |F|, the calculation gives 4.12 eV Å⁻¹. Its total charge is 0. Its spin multiplicity is 1.